Below is a cluster of 4 separate species, C28H35Br2ClF27N3O6P2S in total at a distorted geometry, with properties calculated with wB97M-V/def2-TZVPD.

Values from the calculation:
- structure (SMILES) = N=P(O)(O)[PH](CCCCl)(CCCCSc1nnco1)CC[C@](F)(Br)C(F)(F)Br.FC(F)C(F)(F)COC(F)(F)C(F)F.FC(F)C(F)(F)COC(F)(F)C(F)F.FC(F)C(F)(F)COC(F)(F)C(F)F
- E_LUMO (eV) = 0.22
- HOMO-LUMO gap (eV) = 8.37

XYZ file:
```
105
Properties=species:S:1:pos:R:3:lowdin_charge:R:1
N -4.9745 0.2704 -4.2775 -0.205
P -3.4852 0.0064 -3.9121 0.439
O -3.3803 -1.4429 -3.1095 -0.221
O -2.9412 1.0614 -2.8108 -0.188
P -2.1474 0.0282 -5.8144 0.784
C -1.9495 1.8573 -5.6644 -0.347
C -3.2855 2.6243 -5.5740 -0.335
C -3.2312 3.9436 -6.3332 -0.560
Cl -1.8286 4.9195 -5.7813 0.558
C -1.0394 -1.2710 -5.0970 -0.305
C -0.3227 -0.8594 -3.8165 -0.274
C 0.6703 -1.9338 -3.3782 -0.252
C 1.4841 -1.4567 -2.1723 -0.455
S 3.1448 -0.8589 -2.5815 1.001
C 2.8687 0.8407 -2.8261 -0.735
N 3.7305 1.6559 -3.2724 0.053
N 3.0852 2.8989 -3.3255 0.066
C 1.9149 2.7238 -2.9036 -0.181
O 1.6794 1.4113 -2.5553 -0.002
C -1.2693 -0.0159 -7.5177 -0.310
C 0.1844 0.4933 -7.5001 -0.259
C 1.2561 -0.5224 -7.9030 -0.778
F 0.7778 -1.7627 -8.1390 0.015
Br 2.5535 -0.6973 -6.4131 0.839
C 2.0746 -0.1191 -9.1536 -0.965
F 3.0841 -0.9760 -9.3340 0.025
F 1.3015 -0.1804 -10.2263 0.090
Br 2.8730 1.6482 -8.9909 0.826
H -5.5609 -0.5012 -3.9808 -0.030
H -3.8337 -2.0759 -3.6838 0.059
H -1.9729 1.0700 -2.7846 0.045
H -3.3124 -0.4297 -6.4821 0.044
H -1.3284 2.0998 -4.8058 0.073
H -1.4292 2.2853 -6.5140 0.057
H -3.5266 2.8724 -4.5502 0.091
H -4.1039 2.0482 -5.9959 0.089
H -4.1018 4.5138 -6.0431 0.068
H -3.2232 3.8115 -7.4083 0.078
H -1.6562 -2.1562 -4.9521 0.091
H -0.2709 -1.5941 -5.7902 0.058
H 0.2459 0.0451 -4.0420 0.092
H -0.9938 -0.7215 -2.9733 0.078
H 0.0614 -2.7726 -3.0372 0.120
H 1.2808 -2.2964 -4.1977 0.074
H 1.5870 -2.2635 -1.4554 0.080
H 0.9323 -0.6617 -1.6860 0.056
H 1.1268 3.4380 -2.7826 0.130
H -1.3987 -1.0101 -7.9414 0.079
H -1.8373 0.6574 -8.1596 0.076
H 0.2635 1.3410 -8.1714 0.081
H 0.4431 0.8809 -6.5215 0.070
C -0.1993 0.7921 4.0578 -0.031
C 0.7040 -0.2789 4.6982 -0.426
C 2.1216 -0.4454 4.1455 -0.301
F 2.1123 -0.8316 2.8521 0.099
F 2.7623 -1.4086 4.8484 0.103
F 0.0588 -1.4691 4.6984 0.125
F 0.8538 0.0874 6.0021 0.105
O -1.1707 0.3804 3.1008 0.050
C -0.8869 0.2942 1.7552 -0.535
C -1.0631 -1.1299 1.2222 -0.264
F -0.2450 -1.9987 1.8528 0.095
F -0.7474 -1.1519 -0.0938 0.092
F 0.3282 0.7948 1.4576 0.151
F -1.7909 1.0622 1.1084 0.148
H -0.8043 1.1638 4.8840 0.149
H 0.3755 1.6491 3.7074 0.142
H 2.6844 0.4795 4.2384 0.146
H -2.0938 -1.4673 1.3509 0.182
C -3.4132 -5.1489 6.1605 -0.040
C -4.5996 -5.4831 5.2356 -0.441
C -4.6279 -6.8616 4.5692 -0.309
F -3.5863 -7.0442 3.7381 0.101
F -5.7592 -6.9687 3.8323 0.095
F -4.7349 -4.5138 4.3046 0.133
F -5.7139 -5.4371 6.0209 0.102
O -2.3568 -4.3491 5.6465 0.046
C -1.2652 -4.8909 4.9973 -0.531
C -1.1618 -4.3909 3.5549 -0.294
F -2.2623 -4.7248 2.8454 0.099
F -0.0930 -4.9603 2.9534 0.106
F -1.2516 -6.2368 5.0716 0.150
F -0.1645 -4.4542 5.6461 0.149
H -3.8473 -4.5212 6.9377 0.147
H -3.0383 -6.0335 6.6751 0.146
H -4.6312 -7.6543 5.3227 0.172
H -1.0507 -3.3094 3.5353 0.140
C 4.3030 5.4077 5.8620 -0.032
C 4.9331 5.8600 7.1931 -0.442
C 6.2971 5.2788 7.5767 -0.309
F 6.2468 3.9440 7.7425 0.100
F 6.6885 5.8212 8.7524 0.099
F 4.0485 5.6740 8.1965 0.135
F 5.1283 7.2036 7.0785 0.106
O 3.2888 4.4074 5.9001 0.048
C 3.5709 3.0637 5.8451 -0.525
C 3.0965 2.3179 7.0953 -0.290
F 3.6989 2.8002 8.1954 0.113
F 3.4205 1.0113 6.9701 0.101
F 4.8647 2.8279 5.5733 0.160
F 2.8611 2.5605 4.7922 0.112
H 3.7727 6.2874 5.5005 0.149
H 5.0581 5.1913 5.1069 0.147
H 7.0472 5.5202 6.8182 0.173
H 2.0147 2.4166 7.2104 0.174
```